Entry from the OMol25 dataset: C30H30AsMnN6O4 as an isolated structure (ωB97M-V/def2-TZVPD).

- net charge = +2
- E_LUMO (spin up / spin down) (eV) = -7.06 / -6.50
- multiplicity = 5

Each line ends with the Löwdin spin population.
Geometry (Å):
C  -2.79714  0.92953  2.53864  0.00
C  -3.91790  0.15992  -0.29129  0.00
O  3.36875  1.91621  1.11686  0.00
C  -1.12243  -2.18784  -1.43853  0.01
C  -4.17988  5.78185  0.09150  0.00
H  -4.33307  -0.80341  -3.50802  0.00
C  -3.38122  3.16896  0.42640  0.00
H  -1.62341  -1.45254  -6.11362  0.00
C  -2.15409  -4.17446  -0.64854  0.01
O  1.82974  0.86226  -0.10725  0.05
H  2.97584  -1.14456  2.33809  0.00
C  -2.79120  1.94459  3.48828  0.00
C  1.75495  0.63644  2.30265  0.01
C  1.25816  1.75569  3.19309  0.00
H  -5.48088  2.70935  0.65984  0.00
H  -2.09735  6.23534  -0.15548  0.00
C  -3.71369  0.10252  -1.66955  0.00
C  -0.65895  -0.50247  -4.61019  0.00
H  2.10622  2.36807  3.49452  0.00
H  0.78945  1.34572  4.09166  0.00
H  1.75211  1.70072  -1.82082  0.00
H  -0.73127  -0.02704  -6.57282  0.00
C  -1.85214  -3.32606  -1.70482  0.00
C  -2.65526  -0.40606  2.92707  0.00
O  0.56744  -0.14515  1.83148  0.01
H  -1.90479  -4.51154  1.46712  0.00
O  -1.24163  1.24324  0.11915  0.12
H  -0.60227  -2.41422  1.78452  0.00
H  -6.18217  5.05387  0.36641  0.00
H  -2.16038  -3.53129  -2.72001  0.00
Mn  0.21903  -0.02761  -0.10546  3.74
H  -1.37229  3.88257  0.14209  0.00
C  -4.89645  -0.61917  0.31702  0.00
C  -1.70741  -3.86159  0.62624  0.00
C  -5.45289  -1.54787  -1.83101  0.00
H  -2.41145  -1.75198  4.58118  0.00
H  1.63959  2.23642  -3.48321  0.00
N  0.13655  0.51861  -4.31686  0.00
C  -2.49942  0.29765  5.22054  0.00
C  -4.73710  3.47951  0.48947  0.00
C  -0.98682  -2.69710  0.81359  0.01
C  -5.66319  -1.47758  -0.46083  0.00
H  -4.49410  6.80862  -0.04110  0.00
As  -2.82921  1.37816  0.68560  0.02
N  -1.11076  -1.42677  -3.70453  0.01
H  -2.96511  0.73005  -2.14076  0.00
C  -4.48123  -0.75763  -2.43686  0.00
H  -2.72180  -5.07946  -0.82195  0.00
C  0.51558  0.64612  -3.05369  0.00
C  2.40906  1.21537  1.05038  0.01
H  2.24124  -0.71588  3.90162  0.00
C  2.70018  -0.31918  2.99545  0.00
H  -6.06097  -2.20939  -2.43405  0.00
N  0.09710  -0.22313  -2.07006  -0.02
C  -0.70479  -1.23300  -2.49431  0.00
H  -2.65260  2.40732  5.57617  0.00
H  -2.39023  0.05254  6.26895  0.00
H  3.60717  0.22035  3.26570  0.00
C  -2.64600  1.62183  4.83220  0.00
H  -2.90672  2.97960  3.18806  0.00
H  -0.19854  0.10260  2.37896  0.00
C  -2.42040  4.14705  0.19580  0.00
H  -6.43124  -2.08190  0.00334  0.00
C  -2.50434  -0.71909  4.27035  0.00
H  0.54666  2.39362  2.66359  0.00
N  -1.05895  -0.65965  -5.86178  0.01
H  -2.69860  -1.20029  2.18887  0.00
C  -5.13287  4.79608  0.32148  0.00
C  -2.83054  5.46142  0.02686  0.00
N  1.31025  1.65382  -2.73047  0.01
N  -0.71063  -1.87158  -0.20005  0.01
H  -5.07418  -0.55671  1.38323  0.00

Cartesian forces, eV/Å:
C 0.0 -0.1 0.0
C 0.0 0.0 0.0
O 0.1 0.1 0.0
C 0.0 0.0 0.0
C 0.0 0.0 0.0
H 0.0 0.0 0.0
C 0.0 0.0 0.0
H 0.0 0.0 0.0
C 0.0 0.0 0.0
O 0.0 0.1 0.0
H 0.0 0.0 0.0
C 0.0 0.0 0.0
C 0.0 0.0 0.1
C -0.1 0.0 0.0
H 0.0 0.0 0.0
H 0.0 0.0 0.0
C 0.0 -0.1 0.0
C 0.0 0.0 0.0
H 0.0 0.0 0.0
H 0.0 0.0 0.0
H 0.0 0.0 0.0
H 0.0 0.0 0.0
C 0.0 0.0 0.0
C 0.0 0.0 0.0
O 0.0 0.0 0.2
H 0.0 0.0 0.0
O -0.1 0.1 0.0
H 0.0 0.0 0.0
H 0.0 0.0 0.0
H 0.0 0.0 0.0
Mn 0.1 -0.2 0.0
H 0.0 0.0 0.0
C 0.0 0.0 0.0
C 0.0 0.0 0.0
C 0.0 0.0 0.0
H 0.0 0.0 0.0
H 0.0 0.0 0.0
N 0.0 0.0 0.0
C 0.0 0.0 0.0
C 0.0 0.0 0.0
C 0.1 0.0 0.0
C 0.0 0.0 0.0
H 0.0 0.0 0.0
As 0.0 0.0 0.0
N 0.0 0.0 -0.1
H 0.0 0.0 0.0
C 0.0 0.0 0.0
H 0.0 0.0 0.0
C 0.0 0.1 0.1
C 0.0 0.0 -0.2
H 0.0 0.0 0.0
C 0.0 -0.1 0.0
H 0.0 0.0 0.0
N 0.0 0.0 -0.1
C 0.0 0.0 0.1
H 0.0 0.0 0.0
H 0.0 0.0 0.0
H 0.0 0.0 0.0
C 0.0 0.0 0.0
H 0.0 0.0 0.0
H 0.0 0.0 0.0
C 0.0 0.0 0.0
H 0.0 0.0 0.0
C 0.0 0.0 0.0
H 0.0 0.0 0.0
N 0.0 0.0 0.0
H 0.0 0.0 0.0
C 0.0 0.0 0.0
C 0.0 0.0 0.0
N 0.0 -0.1 0.0
N -0.1 0.1 0.0
H 0.0 0.0 0.0

---

Entry from the OMol25 dataset: C30H30BF4LiO10 as an isolated structure at a distorted geometry (ωB97M-V/def2-TZVPD).

- net charge = 0
- E_LUMO (eV) = -1.88

Each line ends with the Löwdin charge.
Geometry (Å):
H  0.87002  -3.67221  -4.05730  0.12
O  -0.41058  1.24745  -1.08265  0.06
H  -4.79697  -3.26770  -0.79485  0.10
C  -2.12093  2.55092  -3.98508  -0.05
F  -0.30353  -1.74933  0.02496  0.10
H  2.46367  2.44798  3.39920  0.09
F  0.45103  -0.36671  1.69956  0.16
C  -4.52312  -0.00354  1.29609  -0.04
C  -1.76006  2.43741  -2.66243  -0.02
H  -2.93128  3.17159  -4.17827  0.09
C  2.95869  1.80909  1.25058  0.04
O  -2.63149  -2.31562  -0.84997  0.00
H  2.74376  1.94295  -5.53390  0.04
O  2.75631  1.36272  -6.20288  0.10
B  0.83315  -1.14268  0.61994  -1.31
C  -2.01923  -1.21419  6.86080  -0.39
C  2.76559  -1.27072  -3.62944  -0.03
H  -6.79661  -2.63540  0.54006  0.13
H  0.45577  0.87973  -1.14317  0.06
O  1.73444  -3.43895  -3.68837  0.04
C  2.09914  -2.28747  -4.27290  -0.35
H  -2.42034  -0.14794  0.67051  0.13
C  -1.62999  1.68906  -4.95684  -0.28
H  6.15010  1.36455  0.12866  0.10
H  1.47900  -2.82810  -6.31596  0.09
O  0.68411  0.57485  4.29977  -0.03
H  -1.72436  -2.09212  -0.50623  0.06
H  -3.12824  -1.83459  5.31801  0.17
H  -2.21588  3.06381  -1.73543  0.17
C  1.79783  -2.07403  -5.68448  0.00
C  3.16726  2.36787  2.58949  0.04
H  -0.21416  0.03490  -5.31406  0.11
C  -5.69691  -0.76392  1.25758  -0.30
H  1.94727  -0.88825  -7.34591  0.08
C  -1.43313  -0.57852  4.61880  -0.01
H  0.95334  0.31159  7.03716  0.09
O  -6.80598  -0.40532  2.07048  -0.04
C  3.00332  -0.00599  -4.23674  0.02
H  0.38449  -0.24749  -3.22595  0.11
H  1.96900  1.62230  0.94263  0.08
F  1.66310  -2.13653  1.20084  0.06
H  -2.90686  -1.79665  8.49738  0.12
C  2.12612  -0.92365  -6.36379  -0.02
C  -4.86222  -2.45810  -0.13493  -0.05
H  -7.31359  0.31281  1.59287  0.12
O  -2.81155  -2.10945  7.56738  0.00
C  -0.27401  0.04781  5.16800  -0.27
C  0.07160  0.00856  6.55874  0.02
H  -0.62411  -0.76649  8.55453  0.13
H  6.71690  2.82606  1.97867  0.11
H  3.30416  0.11210  -0.42749  0.08
C  2.66241  0.13761  -5.63000  -0.29
O  -1.94375  1.72368  -6.34541  -0.02
C  -0.85680  -0.66895  7.44611  0.01
C  4.05197  1.44497  0.38859  -0.43
C  -5.92335  -1.97387  0.55124  -0.01
C  -2.19013  -1.16277  5.56768  -0.10
H  3.40113  0.71527  -3.70310  0.05
C  4.53625  2.77543  2.87672  -0.29
C  5.64158  2.47403  1.97250  0.02
O  3.75620  0.89641  -0.75747  0.05
H  -1.64369  -0.24464  3.61879  0.11
C  -0.62868  0.76995  -4.62239  -0.02
O  4.81332  2.97591  4.23023  -0.02
H  5.69474  3.43853  4.33211  0.12
C  -3.66901  -1.74770  -0.15197  -0.30
F  1.51516  -0.51261  -0.33769  0.20
H  -2.61591  2.49171  -6.49092  0.14
H  0.39985  0.75266  3.31203  0.13
Li  0.61349  -3.86140  1.25585  0.91
H  -4.49000  0.99558  1.82867  0.14
C  -0.77591  1.51794  -2.31656  -0.35
H  2.88314  -1.50464  -2.47807  0.15
C  5.31952  1.74727  0.69245  -0.01
C  -0.26372  0.63290  -3.30265  0.00
C  -3.48182  -0.57771  0.64958  -0.03

Cartesian forces, eV/Å:
H 0.3 -0.2 0.2
O -0.4 1.0 2.6
H -0.7 -1.5 -0.6
C -0.1 -1.2 -0.4
F 0.6 -0.8 0.5
H -0.5 0.1 -0.2
F -0.4 0.4 -0.4
C -1.7 0.3 0.8
C 0.4 0.8 3.3
H -1.2 1.3 -0.7
C 2.0 1.2 3.1
O 0.6 -0.1 0.1
H 0.1 3.7 3.6
O 0.2 -3.1 -4.0
B -0.8 0.2 1.5
C 2.6 -0.6 4.7
C -0.4 -0.1 2.6
H -0.1 1.1 0.5
H 1.0 -0.6 0.4
O -0.6 -1.0 0.8
C -0.1 2.0 -3.8
H -1.7 -0.4 -0.1
C 1.0 0.1 -1.5
H 0.1 0.2 -0.5
H -1.0 -1.9 -0.7
O -0.8 0.9 -1.4
H -1.7 0.3 -0.5
H 1.7 1.7 -0.1
H 1.0 -1.4 -2.7
C 1.6 0.7 2.3
C 3.1 -0.4 -3.2
H -0.3 0.5 -0.2
C -2.7 -0.5 0.8
H -0.7 0.5 -3.6
C 2.9 2.8 1.4
H 1.3 0.8 -0.2
O -0.3 1.7 -1.2
C -2.4 -5.3 -4.2
H 0.0 0.7 1.3
H -1.0 -0.4 -0.4
F -0.1 -2.0 0.0
H 0.2 -0.4 -1.1
C 0.9 0.0 4.5
C 2.1 1.3 -0.9
H 0.8 -1.2 0.9
O -0.5 0.7 1.2
C 1.3 -0.1 -0.8
C -3.6 -2.1 0.0
H -0.3 0.1 -1.6
H -1.5 -0.5 0.9
H -0.5 -0.4 -1.2
C 0.2 -0.1 2.3
O -1.9 2.3 1.2
C 0.9 1.1 -0.8
C -1.8 2.8 3.2
C 0.4 0.7 0.7
C -5.4 -3.0 -3.8
H 1.9 3.6 2.4
C 1.1 -2.5 -0.5
C -2.0 -0.5 -2.5
O -0.6 -2.3 -2.4
H -0.5 -0.9 -0.4
C -0.9 0.0 0.1
O 1.1 1.6 -0.5
H -1.5 -0.8 -0.3
C 1.2 0.7 1.6
F 1.0 0.8 -1.2
H 1.8 -2.1 0.4
H 0.3 -1.0 3.1
Li 0.3 1.1 -0.2
H 0.0 -1.6 -0.5
C -0.4 -1.5 -2.7
H 0.2 1.0 -2.4
C 2.2 2.2 4.2
C -0.2 0.4 -1.0
C 3.2 -0.7 -2.0

---

Entry from the OMol25 dataset: C30H30CaF2N8O4 as an isolated structure at a distorted geometry (ωB97M-V/def2-TZVPD).

- net charge = 0
- E_LUMO (eV) = -0.70

Each line ends with the Löwdin charge.
Geometry (Å):
H  6.12019  4.73882  -1.93905  0.17
N  1.48228  1.72235  1.77809  0.03
C  1.15338  -3.09559  0.59925  -0.19
C  2.74563  3.33828  -2.24460  0.04
H  3.84086  3.80060  1.77005  0.17
C  -1.90787  -3.04273  -2.53267  -0.05
N  -2.29729  4.22517  0.25530  0.10
C  3.62067  1.06547  -2.36878  -0.01
C  -1.27328  -0.61534  -2.60084  -0.06
C  -2.36482  -1.61593  -2.21984  -0.36
H  2.84895  -4.35365  0.82424  0.12
C  -2.12428  -1.49897  0.37822  -0.22
H  -2.77325  -0.87404  3.68042  0.12
C  5.12022  3.00340  -2.25044  -0.47
C  -2.08626  -1.38401  2.99497  -0.35
C  -2.28031  1.85090  0.20300  -0.07
C  -2.75718  -1.30815  1.62811  -0.14
C  -4.88881  -1.01815  0.51440  -0.09
O  3.05792  0.39151  -0.13858  -0.05
C  1.77842  -4.31320  0.68068  -0.03
Ca  0.69632  0.03398  0.34020  1.42
C  -0.36344  -5.34383  0.43491  -0.10
H  -2.67639  -3.76340  -2.25725  0.08
N  5.18313  4.36213  -2.01026  0.21
H  -4.60761  -0.90376  2.62095  0.11
H  -1.72008  -3.13894  -3.60194  0.08
C  -0.35502  2.94490  0.71368  -0.19
H  -2.95701  -3.33387  3.36880  0.08
H  -2.05059  -4.04050  0.27060  0.12
C  -4.26803  -1.21309  -0.70430  -0.05
H  0.06294  -1.21481  2.65300  0.06
N  1.91860  3.81007  1.10590  0.15
N  2.99035  3.26668  1.68998  0.07
N  3.82908  2.50940  -2.33515  0.02
F  1.74957  5.40264  -1.87908  0.08
N  -0.72728  -1.65647  0.33313  -0.10
H  -2.78764  0.91313  0.02945  0.09
H  -0.47715  5.10163  0.65994  0.12
H  4.57849  0.59046  -2.17054  0.13
N  -0.99392  1.78486  0.52528  0.06
C  2.61567  0.69380  -1.25105  -0.66
H  -0.30759  -0.91822  -2.20245  0.05
C  -2.93574  3.07112  0.09995  -0.08
H  -1.25961  -3.39343  2.88732  0.07
F  1.91932  -1.93270  0.71646  -0.07
C  -1.01004  4.16761  0.54492  -0.05
C  1.02053  2.85127  1.17100  -0.33
H  1.48123  -6.43976  0.63695  0.09
H  1.77834  2.87166  -2.37085  0.14
H  3.42588  1.36155  2.56583  0.14
H  -0.49416  -0.62745  4.21749  0.09
C  -4.12605  -1.06015  1.66405  -0.05
C  4.15135  5.27772  -1.78605  -0.41
O  1.39195  0.78206  -1.52728  -0.18
C  -1.99132  -2.83963  3.47030  -0.04
C  -2.89916  -1.44769  -0.80418  -0.15
H  -4.86443  -1.18388  -1.60718  0.11
H  -1.18976  -0.56392  -3.68662  0.09
H  -0.79280  0.34336  2.77016  0.05
H  -3.21831  -1.41125  -2.87613  0.12
O  6.10948  2.32047  -2.36451  0.09
H  3.23841  0.74989  -3.34103  0.14
C  2.85557  4.65036  -1.98001  -0.20
H  -0.97241  -6.23546  0.36418  0.10
C  -0.97615  -4.10973  0.37354  -0.06
H  -3.99340  3.12592  -0.11687  0.11
H  -5.95271  -0.83386  0.56715  0.10
H  -0.99303  -3.29119  -2.00101  0.06
H  -1.50834  0.38474  -2.23339  0.07
C  -0.22918  -2.90486  0.42931  -0.30
C  -0.73934  -0.67669  3.15568  -0.07
O  4.38652  6.41892  -1.46987  0.10
H  -1.69628  -2.87365  4.51926  0.08
C  2.72282  2.01338  2.08101  -0.13
C  1.01325  -5.46824  0.58466  -0.11

Cartesian forces, eV/Å:
H -0.1 -0.1 0.0
N 0.0 0.3 0.5
C -0.2 -0.2 0.1
C -0.2 0.7 0.1
H 0.0 -0.1 0.0
C -0.1 0.2 0.0
N -0.2 0.1 -0.1
C -0.2 -0.4 0.2
C -0.1 -0.1 0.1
C 0.2 -0.1 0.0
H 0.1 0.0 0.0
C -0.2 0.0 0.1
H 0.0 0.0 -0.1
C -0.2 0.0 0.0
C 0.2 -0.2 0.0
C -0.2 0.0 0.0
C -0.1 0.1 0.0
C 0.0 0.0 0.0
O 0.3 -0.2 0.5
C 0.1 0.1 0.0
Ca -0.2 -0.8 1.1
C 0.1 -0.1 0.0
H 0.0 -0.1 0.0
N 0.2 0.2 0.1
H 0.0 0.0 0.1
H 0.0 0.0 -0.1
C -0.7 0.4 -0.2
H 0.0 -0.1 0.0
H 0.0 0.0 0.0
C -0.1 0.0 0.0
H 0.0 -0.1 0.1
N -0.5 0.4 -0.3
N 0.0 -0.4 0.2
N 0.3 0.0 0.0
F 0.2 0.1 0.0
N -0.5 -0.4 -0.1
H -0.1 0.0 0.0
H 0.1 0.0 0.0
H -0.1 0.1 -0.1
N -0.1 0.6 0.0
C 1.3 0.4 -1.1
H 0.0 0.0 0.0
C 0.1 0.0 0.0
H 0.0 -0.1 0.0
F -0.1 -0.4 0.0
C 0.4 -0.2 0.1
C 0.8 0.3 0.4
H 0.0 0.0 0.0
H 0.0 0.0 0.0
H 0.1 0.0 0.0
H 0.1 0.1 0.0
C -0.1 0.0 0.0
C 0.1 -0.2 0.0
O -0.3 0.5 -1.5
C 0.0 0.2 0.0
C -0.1 0.0 0.0
H 0.0 0.0 -0.1
H 0.1 0.0 0.0
H 0.1 0.0 0.0
H 0.0 0.0 0.1
O 0.2 -0.1 0.0
H 0.0 0.1 0.0
C -0.3 -0.4 -0.2
H 0.0 0.0 0.0
C 0.2 0.2 0.1
H 0.0 -0.1 0.0
H -0.1 0.0 0.0
H 0.0 0.0 0.0
H 0.0 0.1 0.0
C 0.0 -0.7 0.0
C -0.2 0.0 0.0
O -0.1 0.1 0.0
H 0.0 0.0 0.1
C 0.2 0.3 0.1
C -0.1 0.0 0.0

---

One value per record, in order, for calculated total energy: -5177.144275; -2345.473994; -2777.749284 Eh.